{
  "formula": "C6H16S",
  "method": "wB97M-V/def2-TZVPD",
  "species": ["C", "C", "S", "H", "H", "H", "H", "H", "H", "C", "C", "C", "C", "H", "H", "H", "H", "H", "H", "H", "H", "H", "H"],
  "positions_angstrom": [[-0.67326, 1.95935, 2.39479], [0.37155, 0.92744, 2.07780], [-0.46579, 3.70268, 1.74994], [-1.71633, 1.78225, 2.08507], [-0.89216, 2.13479, 3.45636], [1.00364, 1.10800, 1.18079], [-1.05447, 3.48252, 0.57594], [-0.22025, 0.06264, 1.81108], [1.01115, 0.71105, 2.94050], [0.30979, -0.87814, -1.17401], [-0.12962, -1.78238, -0.01278], [1.43869, -1.46827, -2.05461], [-0.83195, -0.26706, -1.97218], [0.87666, -0.11839, -0.58213], [0.43055, -2.72372, -0.08746], [-1.15748, -2.14679, -0.08974], [1.15685, -2.49637, -2.33297], [1.49159, -0.97731, -3.03384], [2.42401, -1.39317, -1.54389], [-0.57017, 0.70103, -2.37072], [-1.17699, -1.00652, -2.67463], [-1.62467, -0.04048, -1.25594], [-0.00134, -1.27317, 0.91264]],
  "homo_ev": -9.1,
  "e_lumo_ev": 0.834,
  "energy_ha": -636.3414,
  "molar_mass_g_mol": 120.26,
  "e_above_lowest_kj_mol": 106.1,
  "homo_lumo_gap_ev": 9.9011,
  "smiles": "CC(C)C.CCS"
}

---

{
  "formula": "C6H16S4",
  "method": "wB97M-V/def2-TZVPD",
  "species": ["S", "S", "C", "C", "C", "H", "H", "H", "H", "H", "H", "H", "H", "S", "S", "C", "C", "C", "H", "H", "H", "H", "H", "H", "H", "H"],
  "positions_angstrom": [[-0.20214, -0.80624, 2.67746], [0.42983, 0.85492, 1.76392], [-1.84205, -1.17156, 2.03780], [0.43658, 2.39269, 4.02775], [-0.31816, 2.20662, 2.71291], [-2.47306, -0.26693, 2.03018], [-2.35114, -1.95063, 2.62982], [-1.73235, -1.53272, 1.00140], [1.52199, 2.47790, 3.85104], [0.26524, 1.62512, 4.80111], [0.06436, 3.36042, 4.40400], [-1.35047, 1.94294, 3.01333], [-0.36260, 3.16561, 2.16172], [0.65026, 1.15034, -2.88554], [1.68046, -0.38282, -2.32816], [-0.75451, 1.13554, -1.72338], [1.78327, -2.77007, -4.00065], [0.97881, -1.85467, -3.07838], [-0.24624, 1.19446, -0.74623], [-1.38148, 0.22821, -1.73968], [-1.40834, 2.01700, -1.83355], [1.09327, -3.49835, -4.45903], [2.57209, -3.32286, -3.46324], [2.25348, -2.17749, -4.80337], [0.17471, -1.56248, -3.78087], [0.51812, -2.45498, -2.27040]],
  "homo_ev": -8.4,
  "e_lumo_ev": 0.718,
  "energy_ha": -1830.9306,
  "molar_mass_g_mol": 216.46,
  "e_above_lowest_kj_mol": 29.3,
  "homo_lumo_gap_ev": 9.1463,
  "smiles": "CCSSC.CCSSC"
}

---

{
  "formula": "C6H16Si",
  "method": "wB97M-V/def2-TZVPD",
  "species": ["C", "C", "C", "C", "C", "C", "Si", "H", "H", "H", "H", "H", "H", "H", "H", "H", "H", "H", "H", "H", "H", "H", "H"],
  "positions_angstrom": [[-2.16452, -0.04676, 0.69633], [-0.96549, 1.41247, -0.87488], [-1.65734, -0.92640, -1.52949], [3.43633, -0.20801, 1.47018], [0.43984, -0.88534, 0.09272], [-1.06359, -0.01067, -0.38629], [1.82723, 0.31703, 0.37451], [-3.13451, 0.31341, 0.31648], [-1.77386, 0.72732, 1.44516], [-2.38626, -1.02615, 1.05666], [-1.90592, 1.77003, -1.30546], [-0.63954, 2.05516, -0.03621], [-0.23871, 1.41211, -1.64742], [-1.67936, -2.02042, -1.23368], [-2.56852, -0.44264, -1.70063], [-1.00636, -0.76459, -2.39645], [3.30213, -1.27875, 1.72012], [4.24057, -0.20938, 0.83479], [3.64988, 0.30307, 2.43378], [-0.07367, -1.40556, 0.92555], [0.58199, -1.55623, -0.81083], [2.63925, 1.09255, -0.74035], [1.14041, 1.37775, 1.29541]],
  "homo_ev": [-3.3, -10.0],
  "e_lumo_ev": [0.767, -5.325],
  "energy_ha": -527.3475,
  "molar_mass_g_mol": 116.28,
  "spin_multiplicity": 3,
  "e_above_lowest_kj_mol": 406.6,
  "homo_lumo_gap_ev": [4.0242, 4.6249]
}

---

{
  "formula": "C6H17AgCl2NO3",
  "method": "wB97M-V/def2-TZVPD",
  "species": ["Ag", "Cl", "Cl", "C", "C", "C", "O", "C", "N", "H", "H", "H", "H", "H", "H", "H", "H", "H", "H", "H", "C", "C", "O", "O", "H", "H", "H", "H", "H", "H"],
  "positions_angstrom": [[1.75304, -0.57685, 0.33748], [2.48808, -0.99071, 4.46955], [5.60755, -0.00431, -0.91339], [-3.38461, 1.53023, 1.37320], [-1.94083, 1.55103, 0.94819], [-1.02001, 2.50266, 1.77930], [0.31940, 2.42304, 1.33956], [1.17861, 3.41315, 1.77863], [-1.61700, 0.11120, 1.31725], [-3.81376, 2.53181, 1.34549], [-3.42974, 1.29366, 2.43626], [-4.04141, 0.80974, 0.88574], [-1.70230, 1.82229, -0.08022], [-1.10623, 2.43823, 2.86397], [-1.47725, 3.48346, 1.64870], [2.06096, 3.42468, 1.13875], [1.53533, 3.31573, 2.80399], [0.72636, 4.38653, 1.58863], [-2.28885, -0.48854, 0.86004], [-1.83695, -0.00039, 2.29667], [1.51854, -3.99511, -2.78439], [0.78965, -2.92617, -3.65713], [0.97027, -1.63431, -3.14104], [1.60864, -3.73070, -1.41950], [2.56616, -3.99458, -3.08537], [1.12775, -5.00203, -2.93100], [-0.25752, -3.22344, -3.60084], [1.06167, -2.82601, -4.70788], [0.80362, -1.08011, -3.90699], [1.80085, -4.56417, -0.98362]],
  "homo_ev": [-9.2, -6.9],
  "e_lumo_ev": [-2.000, -4.256],
  "energy_ha": -1586.3942,
  "molar_mass_g_mol": 329.98,
  "spin_multiplicity": 2,
  "homo_lumo_gap_ev": [7.1977, 2.6056]
}

---

{
  "formula": "C6H17BF2NbO2S",
  "method": "wB97M-V/def2-TZVPD",
  "species": ["C", "C", "B", "O", "Nb", "F", "F", "S", "C", "C", "C", "C", "O", "H", "H", "H", "H", "H", "H", "H", "H", "H", "H", "H", "H", "H", "H", "H", "H", "H"],
  "positions_angstrom": [[-0.96027, -0.76968, 2.74233], [-1.86816, -0.21408, 1.65557], [-1.53250, -0.57263, 0.14760], [-2.24785, 0.19121, -0.77299], [-0.11274, -2.22308, -0.76228], [-0.17660, -3.26695, 0.80028], [-0.05753, -1.27673, -2.39589], [-2.20995, -3.30574, -1.56038], [1.56378, -0.93130, -0.04448], [1.81904, 0.35588, -0.81323], [0.83005, 1.46374, -0.48186], [1.39825, 2.86661, -0.50297], [1.36194, 3.46957, -1.79365], [0.08431, -0.72473, 2.47770], [-1.07879, -0.20097, 3.66004], [-1.22150, -1.78753, 2.99008], [-2.88079, -0.56797, 1.83475], [-1.92203, 0.87245, 1.73581], [-2.03098, 1.11728, -0.70727], [1.12715, -3.47224, -1.43194], [-2.67587, -2.43065, -2.43118], [2.43485, -1.56780, -0.16181], [1.50920, -0.68259, 1.00987], [1.86250, 0.19107, -1.87989], [2.80728, 0.72342, -0.53128], [0.05054, 1.43228, -1.23760], [0.36287, 1.26217, 0.47565], [2.44749, 2.84569, -0.24663], [0.85435, 3.48715, 0.20213], [0.46196, 3.71614, -1.97649]],
  "homo_ev": -3.4,
  "e_lumo_ev": 2.813,
  "total_charge": -1,
  "energy_ha": -1069.1143,
  "molar_mass_g_mol": 294.98,
  "homo_lumo_gap_ev": 6.2271
}

---

{
  "formula": "C6H17BNO2",
  "method": "wB97M-V/def2-TZVPD",
  "species": ["B", "O", "C", "C", "C", "H", "H", "H", "H", "H", "H", "H", "H", "H", "C", "C", "O", "N", "C", "H", "H", "H", "H", "H", "H", "H", "H"],
  "positions_angstrom": [[-1.00084, 1.13155, -4.38425], [-0.28168, 2.16239, -3.90505], [-0.71265, 2.91125, -2.76389], [-0.86365, 2.05561, -1.51950], [0.40111, 1.24451, -1.18875], [-2.11967, 0.93609, -3.99680], [-0.48631, 0.43793, -5.20592], [0.05424, 3.66682, -2.59207], [-1.64302, 3.43356, -2.99807], [-1.07012, 2.75074, -0.70254], [-1.73998, 1.41320, -1.59780], [0.15796, 0.19375, -1.03587], [1.10880, 1.28350, -2.01643], [0.88753, 1.61903, -0.29035], [2.00546, -1.90611, 1.55112], [0.83105, -1.16683, 2.08179], [0.21401, -0.27854, 1.62334], [0.34164, -1.65961, 3.47461], [-0.82583, -2.60319, 3.33243], [2.26947, -1.47558, 0.58922], [2.84984, -1.82242, 2.23864], [1.77156, -2.96598, 1.42892], [1.09197, -2.09881, 4.00902], [0.02992, -0.81871, 3.96606], [-1.14159, -2.91332, 4.32404], [-0.50728, -3.46458, 2.75232], [-1.62196, -2.06624, 2.82576]],
  "homo_ev": -12.4,
  "e_lumo_ev": -3.968,
  "total_charge": 1,
  "energy_ha": -468.6373,
  "molar_mass_g_mol": 146.02,
  "homo_lumo_gap_ev": 8.4330
}

---

{
  "formula": "C6H17FeNO7P",
  "method": "wB97M-V/def2-TZVPD",
  "species": ["Fe", "P", "O", "O", "O", "O", "C", "C", "C", "O", "C", "N", "H", "H", "H", "H", "H", "H", "H", "H", "H", "H", "H", "C", "C", "O", "O", "H", "H", "H", "H", "H", "H"],
  "positions_angstrom": [[-0.32024, 0.96992, 0.05545], [-1.80413, 2.15648, 1.75403], [-1.49459, 2.48570, 0.27102], [-0.86198, 0.92212, 1.88522], [-3.30810, 2.00495, 1.57257], [-1.54403, 3.62155, 2.24419], [-2.45629, -2.72791, -0.18812], [-1.45600, -1.53556, 0.01551], [-0.00217, -1.92149, -0.37320], [0.77643, -0.83579, 0.19965], [1.97671, -1.38972, 0.88777], [-1.90660, -0.35717, -0.72374], [-2.73143, -3.11361, -1.16977], [-3.46910, -2.48623, 0.13421], [-2.14102, -3.66531, 0.27012], [-1.57064, -1.27581, 1.06788], [0.15231, -2.11748, -1.43425], [0.14814, -2.84746, 0.18186], [1.52684, -1.95050, 1.70706], [2.70399, -0.72566, 1.35489], [2.60776, -2.04979, 0.29263], [-2.90627, -0.45261, -0.61583], [-1.70070, -0.36893, -1.71246], [2.51626, 1.88704, -0.11785], [2.07744, 1.37323, -1.47101], [0.64935, 1.60157, -1.72323], [1.45752, 1.77613, 0.85184], [2.68968, 2.96234, -0.15981], [3.50018, 1.43113, -0.00768], [2.15527, 0.28695, -1.51615], [2.81699, 1.84473, -2.11820], [0.52793, 1.84131, -2.64485], [1.39046, 2.65585, 1.23026]],
  "homo_ev": [-1.6, -1.5],
  "e_lumo_ev": [2.194, 2.160],
  "total_charge": -1,
  "energy_ha": -2425.2869,
  "molar_mass_g_mol": 302.02,
  "spin_multiplicity": 5,
  "e_above_lowest_kj_mol": 388.0,
  "homo_lumo_gap_ev": [3.7715, 3.6760]
}

---

{
  "formula": "C6H17N2",
  "method": "wB97M-V/def2-TZVPD",
  "species": ["C", "N", "C", "C", "C", "C", "C", "N", "H", "H", "H", "H", "H", "H", "H", "H", "H", "H", "H", "H", "H", "H", "H", "H", "H"],
  "positions_angstrom": [[0.45464, 1.74579, 0.40163], [0.32210, 0.37232, -0.03227], [-0.84960, -0.05905, -0.72198], [-0.56324, -1.31596, -1.59902], [0.05696, -2.41265, -0.83167], [-1.97089, -1.57849, -2.40193], [0.16073, 1.88861, 1.91757], [1.12348, 1.10302, 2.68204], [-0.33444, 2.37976, -0.17837], [1.48888, 2.07093, 0.24958], [1.01177, 0.11000, 2.54468], [-1.78803, -0.31893, 0.00293], [-1.23931, 0.66970, -1.48549], [0.13520, -1.11639, -2.47770], [-0.50934, -2.69957, 0.04998], [0.92356, -1.80232, -0.47639], [0.43443, -3.23801, -1.44221], [-2.72881, -2.15762, -1.74690], [-2.48927, -0.67345, -2.70352], [-1.81261, -2.12867, -3.35362], [0.25639, 2.99261, 2.13220], [-1.00504, 1.49251, 1.94640], [6.16332, 1.85591, 2.34948], [1.33345, 1.18212, 3.65718], [6.30923, 1.44449, 1.79579]],
  "homo_ev": [-8.8, -9.1],
  "e_lumo_ev": [1.133, -0.264],
  "energy_ha": -348.1576,
  "molar_mass_g_mol": 117.22,
  "spin_multiplicity": 2,
  "e_above_lowest_kj_mol": 213.8,
  "homo_lumo_gap_ev": [9.9353, 8.8421]
}

---

{
  "formula": "C6H17N2O",
  "method": "wB97M-V/def2-TZVPD",
  "species": ["C", "C", "C", "C", "C", "C", "N", "N", "O", "H", "H", "H", "H", "H", "H", "H", "H", "H", "H", "H", "H", "H", "H", "H", "H", "H"],
  "positions_angstrom": [[0.94023, 1.80764, -0.55451], [2.00483, -0.40245, -0.31900], [0.45821, -0.10891, -2.42433], [-1.62419, -1.71324, 1.26459], [0.78551, 0.29780, -0.93291], [-0.45118, -0.16463, -0.12338], [-1.58990, 0.50193, -0.27205], [-0.46259, -1.36943, 0.48581], [-0.49242, 0.85557, 2.47857], [0.81873, 1.84492, 0.64405], [0.33220, 2.37035, -1.10699], [1.91388, 2.11132, -0.94364], [1.74951, -1.46314, -0.02954], [2.41079, 0.13209, 0.60065], [2.75994, -0.43606, -1.14846], [1.40933, 0.18675, -3.03375], [0.28007, -1.09366, -2.59586], [-0.51243, 0.45159, -2.74169], [-2.19744, -0.91526, 1.72137], [-2.20767, -2.25859, 0.64106], [-1.23914, -2.30701, 2.14113], [-1.37812, 1.39588, -0.67954], [-2.35078, 0.03971, 0.14138], [0.29838, -1.85286, 0.92759], [-1.44996, 0.90267, 2.45810], [-0.20579, 1.18700, 3.40136]],
  "homo_ev": -14.9,
  "e_lumo_ev": -2.863,
  "total_charge": 1,
  "energy_ha": -423.2798,
  "molar_mass_g_mol": 133.22,
  "e_above_lowest_kj_mol": 210.0,
  "homo_lumo_gap_ev": 12.0065
}